No. 1
A molecular structure, C23H41CdFN3O5PS3, computed with ωB97M-V with the def2-TZVPD basis set.

Structure (XYZ):
```
78
Properties=species:S:1:pos:R:3:forces:R:3
H 0.600052 -2.963238 1.140587 0.033 -0.120 0.005
C 2.069458 -1.776295 3.885775 -0.119 0.029 -0.019
H -3.773468 0.009123 -4.953352 -0.008 0.018 -0.009
H -3.285090 -4.796911 -0.918923 -0.001 0.008 -0.039
H 0.925573 1.917040 2.607975 0.030 0.027 0.086
H 3.009106 -1.480552 3.433390 0.012 -0.032 -0.023
C -3.128024 0.194812 -4.093900 -0.015 0.105 0.231
S -0.736519 2.896077 -0.529951 0.249 -0.255 0.110
C 1.964919 -1.810348 5.270090 0.006 0.010 0.095
H 2.947427 2.852167 -3.279302 0.015 -0.012 -0.024
H -3.976594 -2.757892 2.456357 -0.078 0.020 0.011
H -2.089483 0.076935 -4.401041 0.011 -0.058 -0.069
C -3.143668 2.629729 -4.702194 0.003 -0.029 0.181
H -3.589885 -1.695407 -0.367495 -0.015 0.054 -0.113
H -3.103713 3.634381 -4.283075 -0.037 0.015 -0.032
H 6.059996 0.328628 -2.118885 0.023 -0.018 -0.063
C 5.439928 -0.700011 -0.308425 0.045 0.069 -0.272
C -0.325267 -2.530464 5.062378 -0.046 0.010 0.082
C 5.719480 -0.662182 -1.816851 -0.004 -0.078 0.154
N 3.187814 0.057286 0.323015 0.255 -0.318 -0.122
C 4.414718 0.316069 0.062275 -0.014 0.418 0.100
H -3.344079 -0.540328 -3.320831 0.012 -0.043 -0.015
P -1.063823 1.688958 -2.038869 -0.334 0.516 -0.242
H 3.033585 4.291285 0.361734 -0.009 0.015 -0.041
H -4.158314 0.362049 2.852205 0.011 0.112 0.005
H 5.052946 -1.678106 -0.024128 0.001 0.027 0.080
H -1.248933 -2.826034 5.543221 -0.002 0.001 -0.003
H 1.575358 3.874201 -2.788353 0.016 0.008 0.028
H 2.804997 -1.572933 5.909616 -0.005 0.052 -0.008
H -1.522081 -4.646014 -0.715511 -0.024 0.009 -0.008
O -2.604139 -3.340165 0.390247 0.067 -0.090 -0.018
C 0.765109 -2.183126 5.836391 -0.005 0.033 -0.059
C -3.734001 -2.497036 0.365563 0.311 0.104 0.140
S -0.801655 -0.298752 -1.761290 0.229 0.041 0.669
H -0.313290 2.825158 3.514011 -0.033 -0.015 -0.029
H 0.777153 0.042364 -4.543088 0.050 -0.057 -0.021
C -2.454765 -4.091011 -0.798797 -0.013 0.095 0.204
H 1.003680 2.546543 -4.813355 -0.015 0.032 0.074
H -3.962098 2.576135 -5.421017 0.006 -0.008 -0.030
H -2.408490 -3.438717 -1.673876 0.018 0.060 -0.094
H 2.443503 0.646622 -4.610315 0.002 0.056 -0.008
O -0.930174 1.140346 2.474253 0.053 -0.383 -0.342
H 4.810285 -0.899627 -2.369106 0.010 0.030 -0.036
H 6.485744 -1.390170 -2.081669 0.007 0.022 -0.023
H -4.871497 -1.374312 1.781275 -0.022 -0.026 0.033
H 1.919318 2.379257 -1.908134 0.048 0.015 -0.018
H 1.529314 3.525434 0.600094 -0.150 0.034 -0.115
H -1.973113 0.367410 4.077568 0.032 0.036 0.025
H 6.362730 -0.514900 0.244538 -0.024 -0.052 0.050
C -3.924546 -1.922297 1.752643 0.040 -0.103 0.088
O -2.585920 1.970234 -2.430264 -0.023 -0.201 -0.027
S 4.762153 2.042209 0.096251 -0.463 -0.193 0.055
C 3.064932 2.270649 0.476960 0.662 -0.422 -0.044
N 2.408717 1.148851 0.567868 -0.288 0.182 0.011
H -3.281373 0.776604 1.353880 0.010 -0.035 0.005
H -4.392455 1.695424 -3.225044 0.035 0.004 -0.012
H -2.526107 1.954427 3.466132 0.001 -0.012 0.030
F 0.650239 -2.209002 7.188197 0.008 -0.023 -0.002
C -3.198373 0.278055 2.328890 0.310 0.115 0.044
H -2.204389 2.427740 -5.215000 0.015 0.050 -0.021
C 1.927155 2.848217 -2.893197 -0.198 -0.018 -0.036
O -2.858883 -1.088085 2.191729 0.036 -0.046 -0.292
H -1.047090 -2.762542 3.059885 -0.087 -0.014 -0.007
H 1.730082 0.159853 -3.062245 0.004 -0.042 0.040
N 2.535551 3.491213 0.709393 -0.226 0.122 0.127
C 0.992501 -2.118547 3.063725 0.061 -0.189 0.115
C -3.367710 1.609844 -3.593129 0.125 0.045 -0.246
C 1.526483 0.635367 -4.019019 -0.220 0.087 -0.016
C 1.117835 -2.115694 1.584968 -0.282 0.227 0.146
C -2.144778 0.967528 3.175863 -0.353 -0.104 0.026
H 2.156577 -2.090603 1.268621 -0.068 0.018 -0.102
H -4.630072 -3.074014 0.096221 -0.044 0.066 0.008
Cd 0.122224 -0.403496 0.691983 -0.082 0.333 -0.533
C 1.026671 2.062515 -3.833352 0.244 -0.032 0.062
C -0.204176 -2.498304 3.683762 0.166 0.058 -0.012
H 0.298783 1.271661 4.147983 -0.017 -0.044 -0.027
O -0.357818 2.131509 -3.424085 -0.064 -0.318 0.193
C 0.043756 1.827211 3.239558 0.113 0.002 -0.037
```
Positions in Å, forces in eV/Å.

Summary:
HOMO-LUMO gap = 7.5776 eV
Energy relative to the best compared isomer or geometry (same formula, charge and spin) = 89.8 kJ/mol
Molar mass = 698.18 g mol⁻¹
HOMO = -7.217 eV
E = -88302.0847 eV
Total charge = 0

Atomic partial charges in e from the Mulliken method, atoms 1 to 2: H 0.63; C -0.32

No. 2
A molecular structure, C33H24F5HfO4PSe in a non-equilibrium geometry, computed with ωB97M-V with the def2-TZVPD basis set.

Structure (XYZ):
```
69
Properties=species:S:1:pos:R:3:forces:R:3
C -1.962691 2.263826 -1.053150 -0.026 0.069 -0.098
H -5.488888 -5.441243 -0.650066 -0.003 0.000 -0.002
H -0.067704 -6.253925 4.005107 0.004 -0.001 -0.005
H -6.373381 -1.384445 -1.701772 0.002 0.007 0.004
H -4.663485 -0.588593 -0.114032 0.006 -0.002 0.008
C -0.694565 0.764071 -2.681381 0.033 0.073 -0.020
C 2.271924 -1.571500 4.427695 0.034 0.024 0.007
C -5.070204 -1.053130 3.172206 -0.021 -0.008 -0.033
C -3.419453 0.540300 4.768775 -0.111 -0.021 -0.063
C -4.104954 -2.580879 0.511815 0.027 0.025 -0.101
F 4.105339 2.083661 4.023714 -0.003 0.012 -0.010
C -5.305620 -4.382465 -0.530590 0.001 0.012 -0.009
O -1.889957 -1.013295 0.991978 0.670 0.272 0.488
C 3.497169 0.914782 4.136556 0.011 0.006 0.008
H -3.849548 4.548647 -2.770367 0.000 0.001 -0.002
C -3.699952 -1.033374 2.945177 -0.035 -0.010 0.060
H 0.042780 -0.029680 -2.611244 -0.015 -0.013 -0.002
O -4.410809 5.535352 -0.539664 -0.007 0.001 0.007
P -2.901459 -1.993278 1.664454 0.006 -0.019 0.103
H -6.678210 -0.298606 4.368899 0.000 -0.003 0.001
H -2.775581 1.146255 5.391231 0.000 0.000 0.008
C -0.814502 -3.785949 1.818597 0.030 -0.042 -0.096
C 3.488470 -1.321308 5.048586 -0.018 -0.006 -0.012
C -2.890050 -0.235813 3.755498 0.163 0.142 0.064
H -1.798965 -0.267075 3.668188 0.026 -0.143 0.097
H -2.157376 -5.446946 5.041928 0.000 0.002 0.001
H -5.719132 -1.663221 2.556514 0.020 -0.012 -0.004
H 0.788219 -5.200230 1.942393 0.000 -0.001 -0.001
C -0.978094 1.298246 -1.319306 0.125 0.013 0.078
C -5.800308 -2.095153 -1.122249 -0.008 -0.027 -0.006
C -3.642060 4.473207 -0.629070 -0.016 0.032 0.033
H -3.764098 -4.670384 0.928431 0.006 0.017 0.018
C 2.283012 0.696351 3.503662 -0.079 -0.120 -0.005
O -0.212211 0.836693 -0.379242 -0.239 -0.280 0.516
C -2.478660 -3.924742 3.572283 0.023 0.020 0.020
H -5.315865 6.973730 0.543655 0.000 0.003 0.009
F 5.249788 0.150522 5.491493 -0.001 -0.009 0.005
C -4.840414 -1.651959 -0.232886 0.000 0.039 0.005
H -5.254439 5.392703 1.357985 0.004 0.005 0.013
O -1.826745 2.058187 1.345926 0.371 -0.355 -0.010
H -3.778079 6.409608 1.240534 -0.003 -0.002 0.012
F 0.494595 -0.793949 3.056394 -0.119 -0.342 -0.051
C -2.288695 2.710816 0.263446 0.042 -0.026 0.176
F 1.660294 -2.742162 4.541351 -0.004 -0.004 0.003
C -1.991263 -3.325438 2.408492 -0.120 -0.008 0.135
C -4.795114 0.512807 4.985306 0.037 0.002 0.001
Hf -0.612074 0.547629 1.583955 -0.655 0.738 -1.284
H -2.380646 2.623115 -3.153381 0.009 -0.003 0.005
C -5.611159 -0.279374 4.193651 -0.016 0.012 0.011
H -5.225570 1.106317 5.780437 -0.001 0.003 -0.002
C -6.032636 -3.460178 -1.267633 0.004 0.001 0.006
H -3.389132 -3.568077 4.039661 0.004 0.011 -0.020
C 1.732431 -0.548549 3.685608 -0.041 0.029 -0.005
H -6.787433 -3.803886 -1.962239 -0.001 0.002 0.000
C -0.608266 -5.431925 3.555307 -0.042 0.003 0.039
C -0.123640 -4.838349 2.397560 -0.001 0.026 -0.024
C -3.395288 4.014853 -1.948185 0.020 -0.034 0.018
H -0.448438 -3.341006 0.900499 0.001 0.018 0.011
C -4.335802 -3.947396 0.360774 0.016 -0.034 -0.002
C -1.784620 -4.979556 4.140925 0.048 -0.032 -0.010
C -2.584872 2.946724 -2.142537 -0.030 0.006 -0.008
F 4.062466 -2.261566 5.772425 -0.002 -0.005 0.001
H -1.608951 0.386758 -3.139222 0.009 -0.004 -0.018
C -3.096912 3.805653 0.474258 -0.090 -0.023 -0.103
C 4.095196 -0.080600 4.900472 0.019 0.024 -0.002
H -0.298172 1.548817 -3.328531 -0.001 0.012 0.013
Se 1.380862 2.009609 2.463087 -0.096 -0.056 0.061
H -3.309248 4.108077 1.487915 0.026 -0.006 0.012
C -4.700517 6.105197 0.747256 0.002 -0.012 -0.045
```
Positions in Å, forces in eV/Å.

Summary:
HOMO-LUMO gap = 7.2530 eV
Energy relative to the best compared isomer or geometry (same formula, charge and spin) = 49.8 kJ/mol
Molar mass = 867.97 g mol⁻¹
HOMO = -13.765 eV
E = -132319.6762 eV
Total charge = +2

Atomic partial charges in e from the Mulliken method, atoms 1 to 2: C 0.34; H 0.44

No. 3
A molecular structure, C8H32FeO20S3 in a non-equilibrium geometry, computed with ωB97M-V with the def2-TZVPD basis set.

Structure (XYZ):
```
64
Properties=species:S:1:pos:R:3:forces:R:3
H 2.625128 -1.420737 3.080419 -0.279 -0.523 -0.249
H -2.007594 0.498043 -2.181801 -0.067 -0.629 0.432
H -0.763746 2.416543 -2.098863 0.005 -0.119 0.074
O 0.399919 0.130361 -4.252379 1.056 -0.194 -0.446
H -3.250262 3.158770 1.337724 0.127 -0.450 0.502
O -1.709490 1.965533 0.562912 -0.784 1.122 -0.452
O 0.813074 -0.586719 2.507092 0.908 -1.090 0.329
Fe -0.564761 0.645640 1.608478 0.041 1.537 2.872
H 0.574398 -1.293998 3.110742 -0.905 0.505 0.388
H -3.333539 -3.778453 -3.868260 -0.494 0.088 0.937
H 2.048486 3.243634 0.226829 -0.271 -0.382 -0.002
H 1.582693 4.350938 -1.056261 -0.254 -0.171 -0.458
H 4.463699 -3.296461 0.625183 0.359 0.226 0.177
O -0.248665 3.499592 4.352087 -4.123 5.597 -2.632
H -2.298299 3.232055 -2.561506 0.174 0.261 0.461
O 0.992117 4.931275 0.806922 0.260 0.514 -1.400
H 1.403658 4.598931 1.608033 0.210 0.054 1.592
O 1.803686 3.976115 3.105591 1.197 1.550 -2.420
O 1.175240 2.095107 4.447142 6.006 -4.437 0.536
O -0.655398 0.308898 5.205439 3.386 -6.487 0.941
O -0.965729 -0.866683 0.453594 -5.695 -5.568 1.290
H -1.261810 -3.842232 0.387126 -0.295 -0.198 0.152
O -2.608005 -1.951429 -3.120080 -1.538 -0.156 -0.616
O 0.313145 2.159064 2.354915 -0.789 0.036 -4.350
C -0.490787 -4.595293 0.224293 0.099 0.100 -0.902
H -1.580814 2.212778 -3.698170 0.502 -0.334 -0.161
O 3.461363 -2.318687 -0.800363 -0.009 -0.052 -0.176
S -1.925234 0.352409 4.513021 3.464 3.274 4.240
C 3.442190 -3.208125 0.255304 1.624 -1.242 1.233
S 0.767677 3.029195 3.444006 -0.659 -1.797 8.307
O 0.927288 -1.717625 -0.668148 3.476 -4.472 -1.587
O -2.954812 -0.583822 4.855473 -1.318 -1.349 -0.380
C -2.247901 3.218731 0.913716 -0.655 1.857 0.400
H 2.865026 -2.954088 1.144386 -0.425 0.414 -0.295
H 2.056767 -0.059620 -2.991685 0.031 -0.257 0.174
O 0.252374 -4.234295 -0.952536 -0.404 -0.910 0.835
O -2.563353 1.279042 -2.129115 -0.239 1.393 -0.032
H 2.741106 0.220618 2.787087 -0.799 0.652 0.368
H -2.164117 1.776445 -0.261200 -0.022 -1.047 -0.665
C 2.204799 -0.656976 2.426116 2.050 0.943 -0.031
O -0.794119 -0.440678 -1.864519 1.441 -1.403 -1.023
O -2.020618 1.722965 4.873474 -6.397 4.485 -0.745
H 3.229142 -4.248756 0.010786 -0.615 -0.149 -0.524
H -1.620486 3.863269 1.529355 0.329 -0.886 0.511
H 2.587016 -0.724062 1.407538 -0.428 -0.584 -0.230
H 2.529439 -2.117202 -0.912253 -0.357 0.653 -0.518
C -1.714893 2.313261 -2.621118 -1.148 0.431 -0.578
H 0.270058 3.393988 -0.182020 0.470 -0.778 -0.775
H 0.123122 -4.630429 1.124284 0.240 -0.095 0.050
H -2.400995 3.874392 0.056533 0.209 -0.336 -0.805
C -2.466938 -3.117306 -3.868779 0.503 -0.532 -0.076
H 0.475708 -3.321318 -0.757105 0.439 0.552 -0.514
H -2.399316 -2.980956 -4.948103 0.636 0.711 -0.311
C 1.604406 -0.551998 -3.852511 -0.702 0.428 -0.684
H -1.825650 -1.657345 -2.647809 0.609 -0.154 0.064
H 2.305464 -0.500868 -4.685583 0.029 0.140 -0.077
O 0.466634 0.451300 -0.010896 6.098 5.716 -2.692
C 1.242548 3.883763 -0.132058 -0.509 1.065 0.766
H -1.619161 -3.709383 -3.524093 0.137 -0.117 -0.108
H -0.139332 0.135589 -3.458167 -0.297 -0.083 0.341
O -1.605386 0.347707 3.065391 -1.102 -1.634 -3.515
H -0.907992 -5.581582 0.021128 -0.213 0.030 0.238
S -0.032879 -0.729941 -0.638914 -4.421 4.332 1.807
H 1.394712 -1.608885 -3.687822 0.101 -0.055 0.413
```
Positions in Å, forces in eV/Å.

Summary:
HOMO-LUMO gap (alpha / beta) = 3.7095 / 3.4692 eV
Energy relative to the best compared isomer or geometry (same formula, charge and spin) = 313.6 kJ/mol
<S²> = 8.763
Multiplicity = 6
Molar mass = 600.37 g mol⁻¹
HOMO (alpha / beta) = 2.365 / 2.605 eV
E = -116650.4086 eV
Total charge = -3

Atomic partial charges in e from the Mulliken method, atoms 1 to 2: H 0.38; H 0.62

- Which value of energy relative to the best compared isomer or geometry (same formula, charge and spin) does entry 1 give?
  89.8 kJ/mol

- The highest energy relative to the best compared isomer or geometry (same formula, charge and spin) belongs to which entry?
  C8H32FeO20S3

- Look up the E of the first one.
  -88302.0847 eV